(1)
88
Properties=species:S:1:pos:R:3 method="wB97M-V/def2-TZVPD" gap_ev=7.49 lumo_ev=-2.1811 max_force_ev_per_a=9.06 e_above_lowest_ev=6.5906
C -7.610 1.305 3.222
C -6.142 0.769 2.628
Br -5.674 -1.139 3.169
C -5.248 1.607 1.756
Br -5.753 3.512 1.228
C -3.812 1.075 1.160
C -2.730 0.236 1.742
C -1.461 0.037 0.723
O -0.438 -0.753 1.061
O -1.754 0.826 -0.484
C -3.134 1.377 -0.332
O -3.615 2.048 -1.380
H -8.361 0.391 3.070
H -7.541 1.439 4.405
H -7.987 2.273 2.681
H -2.794 -0.234 2.830
C -5.015 5.497 -2.315
C -6.501 5.245 -2.470
O -7.237 6.326 -1.916
H -4.754 5.615 -1.259
H -4.434 4.670 -2.733
H -4.725 6.424 -2.820
H -6.791 4.330 -1.945
H -6.773 5.139 -3.525
H -6.978 7.132 -2.395
C -1.346 1.039 -5.252
C -2.855 0.924 -5.318
O -3.355 0.394 -4.099
H -0.894 0.059 -5.067
H -0.945 1.442 -6.186
H -1.043 1.692 -4.427
H -3.153 0.254 -6.129
H -3.316 1.902 -5.491
H -3.092 1.001 -3.386
C 3.539 1.429 -5.080
C 2.895 2.348 -6.097
O 1.537 2.577 -5.752
H 3.007 0.473 -5.034
H 4.586 1.238 -5.334
H 3.494 1.867 -4.078
H 2.923 1.897 -7.093
H 3.414 3.311 -6.139
H 1.523 2.986 -4.870
C 1.442 -0.090 4.465
C 2.242 -1.177 3.777
O 1.369 -2.060 3.090
H 0.730 -0.525 5.173
H 2.100 0.598 5.003
H 0.857 0.481 3.735
H 2.808 -1.758 4.512
H 2.947 -0.749 3.058
H 0.878 -1.536 2.434
C 3.520 -4.867 0.709
C 4.265 -4.888 2.028
O 4.317 -3.579 2.577
H 4.011 -4.192 0.001
H 3.475 -5.868 0.271
H 2.499 -4.496 0.848
H 5.291 -5.238 1.882
H 3.773 -5.551 2.746
H 3.401 -3.281 2.710
C 8.018 -0.927 -7.040
C 6.532 -1.179 -7.195
O 5.797 -0.099 -6.641
H 8.280 -0.810 -5.983
H 8.599 -1.754 -7.458
H 8.308 -0.001 -7.545
H 6.242 -2.094 -6.670
H 6.260 -1.286 -8.249
H 6.055 0.708 -7.119
C -2.723 0.907 6.008
C -3.367 1.827 4.992
O -4.725 2.056 5.337
H -3.255 -0.049 6.054
H -1.677 0.717 5.754
H -2.769 1.345 7.011
H -3.339 1.375 3.995
H -2.848 2.789 4.949
H -4.739 2.464 6.219
C 4.129 -6.325 5.684
C 3.656 -5.075 6.396
O 4.472 -3.971 6.034
H 5.172 -6.541 5.938
H 3.513 -7.186 5.956
H 4.088 -6.191 4.598
H 3.719 -5.205 7.481
H 2.618 -4.845 6.137
H 4.402 -3.858 5.070


(2)
98
Properties=species:S:1:pos:R:3 method="wB97M-V/def2-TZVPD" gap_ev=8.20 lumo_ev=-3.4556 max_force_ev_per_a=2.30 total_charge=+1
C 0.975 4.153 -2.622
C 1.676 3.484 -3.763
O 1.525 3.831 -4.926
N 2.607 2.407 -3.407
C 2.068 1.089 -3.767
C 2.545 -0.086 -2.960
O 1.221 0.960 -4.638
C 3.893 2.699 -3.991
C 4.585 3.769 -3.148
N 5.707 4.284 -3.984
C 6.645 3.223 -4.517
C 6.058 1.787 -4.655
I 7.431 0.464 -3.585
C 6.103 1.306 -6.102
C 5.274 2.128 -7.093
C 5.911 2.107 -8.467
Br 3.482 1.383 -7.226
N 4.757 1.544 -4.043
H 0.597 5.099 -2.975
H 0.138 3.561 -2.274
H 1.657 4.349 -1.803
H 2.919 0.213 -1.991
H 3.380 -0.523 -3.496
H 1.746 -0.801 -2.876
H 3.800 3.092 -5.005
H 4.963 3.308 -2.247
H 3.928 4.580 -2.863
H 6.255 4.921 -3.411
H 5.308 4.863 -4.720
H 7.536 3.252 -3.915
H 6.947 3.553 -5.502
H 5.745 0.287 -6.080
H 7.135 1.267 -6.433
H 5.225 3.158 -6.754
H 6.273 1.120 -8.720
H 5.197 2.418 -9.216
H 6.734 2.813 -8.509
H 4.859 1.166 -3.112
O 0.730 2.930 1.176
S -0.051 1.746 0.960
O -1.200 1.796 0.110
O -0.429 1.111 2.351
C -1.083 1.944 3.343
C -2.553 2.151 3.051
C 1.001 0.446 0.412
H -0.548 2.891 3.432
H -0.960 1.407 4.280
H -2.707 2.752 2.154
H -3.031 2.662 3.887
H -3.044 1.190 2.897
H 1.861 0.388 1.073
H 1.310 0.694 -0.600
H 0.439 -0.484 0.419
O -6.216 2.504 4.568
S -7.431 1.838 4.207
O -7.400 0.513 3.673
O -8.262 2.763 3.222
C -7.589 3.268 2.046
C -7.444 2.218 0.962
C -8.558 1.886 5.556
H -6.622 3.686 2.331
H -8.212 4.089 1.697
H -6.762 1.425 1.265
H -7.052 2.677 0.054
H -8.408 1.761 0.741
H -8.616 2.904 5.929
H -8.168 1.221 6.324
H -9.528 1.537 5.213
O -3.607 -1.369 3.504
S -3.923 -1.894 4.800
O -2.942 -1.879 5.840
O -4.481 -3.373 4.625
C -3.685 -4.307 3.866
C -2.492 -4.834 4.636
C -5.403 -1.152 5.384
H -3.377 -3.841 2.928
H -4.364 -5.120 3.620
H -1.762 -4.048 4.824
H -1.997 -5.625 4.073
H -2.802 -5.230 5.603
H -6.147 -1.198 4.601
H -5.169 -0.117 5.624
H -5.732 -1.682 6.274
O 0.828 -5.017 1.448
S 0.451 -6.363 1.758
O 0.033 -6.716 3.078
O 1.612 -7.345 1.297
C 2.949 -7.078 1.774
C 3.148 -7.502 3.215
C -0.766 -6.912 0.612
H 3.182 -6.022 1.631
H 3.601 -7.651 1.119
H 2.559 -6.889 3.895
H 4.198 -7.403 3.489
H 2.842 -8.538 3.355
H -0.432 -6.680 -0.395
H -1.685 -6.376 0.842
H -0.911 -7.981 0.741


(3)
84
Properties=species:S:1:pos:R:3 method="wB97M-V/def2-TZVPD" gap_ev="2.92 / 3.21" lumo_ev="-15.1037 / -15.0077" max_force_ev_per_a=6.47 total_charge=+4
Pb -0.060 -0.334 -1.576
P 0.777 -2.898 -2.502
P 2.498 -0.195 -0.173
P -2.848 0.273 -1.135
H 2.090 4.512 -1.476
C 1.008 4.549 -1.299
C 0.484 4.479 -0.061
H 1.113 4.395 0.837
C 1.768 -3.153 -4.019
C 1.562 -4.058 -1.321
C -0.718 -3.851 -2.934
C 2.638 1.441 0.632
C 3.138 -1.322 1.120
C 3.898 -0.191 -1.353
C -2.828 1.861 -0.215
C -4.100 -0.687 -0.217
C -3.738 0.709 -2.671
H 0.372 4.655 -2.187
H -0.596 4.566 0.118
H 1.199 -3.745 -4.752
H 2.700 -3.700 -3.799
H 2.025 -2.173 -4.454
H 1.706 -5.035 -1.805
H 0.912 -4.182 -0.446
H 2.536 -3.678 -0.990
H -0.421 -4.684 -3.586
H -1.439 -3.215 -3.463
H -1.183 -4.246 -2.023
H 3.693 1.729 0.733
H 2.173 1.394 1.626
H 2.112 2.205 0.044
H 4.218 -1.177 1.264
H 2.962 -2.363 0.819
H 2.613 -1.141 2.069
H 4.854 -0.146 -0.810
H 3.807 0.674 -2.024
H 3.859 -1.111 -1.955
H -3.762 2.409 -0.391
H -1.982 2.477 -0.558
H -2.702 1.671 0.861
H -5.086 -0.207 -0.294
H -3.823 -0.804 0.844
H -4.164 -1.685 -0.670
H -4.651 1.278 -2.437
H -4.012 -0.215 -3.201
H -3.093 1.297 -3.338
C -0.278 0.782 -5.251
C 0.368 0.151 -6.323
C 0.188 0.668 -7.609
C -0.678 1.748 -7.819
C -1.326 2.344 -6.732
C -1.115 1.879 -5.425
O -0.111 0.264 -3.965
H 0.277 -0.651 -4.017
H 0.977 -0.738 -6.147
H 0.726 0.197 -8.435
H -0.870 2.126 -8.829
H -2.004 3.178 -6.907
H -1.612 2.330 -4.562
C -0.633 2.606 4.055
C -0.712 1.455 3.090
O -2.040 0.882 3.264
P -2.496 -0.676 3.014
O -2.607 -1.263 4.537
C -1.826 -0.846 5.719
C -0.385 -1.270 5.690
O -1.089 -1.371 2.497
C -1.045 -2.820 2.371
C 0.378 -3.263 2.573
H -1.481 3.287 3.913
H 0.303 3.150 3.898
H -0.646 2.246 5.092
H -0.599 1.780 2.043
H 0.055 0.698 3.301
H -1.931 0.241 5.829
H -2.352 -1.328 6.549
H 0.195 -0.703 4.952
H 0.046 -1.061 6.676
H -0.284 -2.344 5.497
H -1.707 -3.283 3.119
H -1.434 -3.091 1.380
H 0.732 -2.984 3.574
H 0.434 -4.352 2.481
H 1.064 -2.828 1.838